[1]
Density functional theory data (the ωB97M-V functional and the def2-TZVPD basis) for C11H25CsNO2 as an isolated structure in a non-equilibrium geometry.

Summary:
highest occupied orbital energy (alpha / beta)	-0.115 / -0.318	Ha

```
! wB97M-V def2-TZVPD RIJCOSX def2/J DEFGRID3
* xyz 0 2
Cs -1.411 3.075 3.384
C -3.062 -1.971 -1.322
C -1.775 -1.190 -1.049
C -2.014 -0.601 0.341
C -0.814 0.231 0.868
C 0.400 -0.637 0.771
C 0.699 -1.165 -0.612
N -0.463 -1.881 -1.095
O -0.302 -2.446 -2.368
C 1.284 -0.032 -1.350
C 1.896 -2.193 -0.380
C -1.777 -0.047 -2.030
H -3.179 -2.853 -0.691
H -3.128 -2.317 -2.353
H -3.852 -1.255 -1.095
H -2.765 0.185 0.258
H -2.369 -1.360 1.038
H -0.883 0.538 1.911
H -0.790 1.104 0.216
H 0.262 -1.409 1.528
H 1.276 -0.233 1.279
H 0.813 0.939 -1.199
H 2.352 0.175 -1.272
H 1.248 -0.193 -2.427
H 1.534 -2.934 0.333
H 2.233 -2.706 -1.280
H 2.743 -1.649 0.037
H -1.064 0.754 -1.835
H -2.773 0.374 -2.169
H -1.552 -0.519 -2.987
H -0.664 -3.331 -2.290
C 1.660 3.103 0.999
C 2.363 2.736 2.326
O 1.455 2.363 3.408
H 0.975 3.943 1.109
H 1.139 2.319 0.448
H 2.472 3.294 0.297
H 2.956 3.574 2.693
H 2.981 1.838 2.300
H 1.897 2.377 4.260
*
```

***

[2]
Density functional theory data (the ωB97M-V functional and the def2-TZVPD basis) for C11H25F6HgNO11S6 as an isolated structure in a non-equilibrium geometry.

Summary:
highest occupied orbital energy (alpha / beta)	0.004 / -0.197	Ha

```
! wB97M-V def2-TZVPD RIJCOSX def2/J DEFGRID3
* xyz -1 2
Hg 0.057 0.129 -0.137
O 2.466 0.610 -3.416
C 1.741 0.553 -2.358
O 0.555 0.883 -2.370
O 2.284 0.215 -1.322
H 1.852 0.727 -4.144
C -2.638 -2.426 2.115
F -3.569 -2.774 3.031
F -1.660 -3.292 2.110
F -3.092 -2.364 0.885
S -1.952 -0.688 2.670
O -2.886 -0.042 3.569
O -0.629 -1.035 3.226
N -1.756 0.104 1.134
S -3.182 0.583 0.838
O -3.266 0.789 -0.634
O -4.427 -0.075 1.213
C -3.365 2.348 1.626
F -4.049 2.482 2.790
F -2.160 2.766 1.904
F -3.794 3.183 0.764
C 2.181 -3.651 2.163
S 1.213 -3.325 0.618
O 0.627 -1.917 0.609
C 2.584 -3.591 -0.665
H 2.799 -2.809 2.478
H 2.767 -4.560 2.025
H 1.528 -3.891 3.002
H 3.411 -2.952 -0.355
H 2.244 -3.416 -1.686
H 2.858 -4.641 -0.562
C 3.180 2.937 1.228
S 2.688 1.394 2.145
O 1.432 0.933 1.402
C 4.017 0.341 1.485
H 2.559 3.808 1.439
H 3.361 2.796 0.162
H 4.115 3.174 1.736
H 3.997 0.298 0.396
H 3.914 -0.745 1.494
H 4.997 0.574 1.901
C -0.298 5.296 0.646
S 0.206 4.028 -0.538
O -0.145 2.622 -0.039
C -0.935 4.313 -1.998
H -0.037 6.254 0.196
H 0.247 5.160 1.580
H -1.376 5.277 0.805
H -0.714 5.143 -2.670
H -1.998 4.293 -1.756
H -0.958 3.364 -2.533
C -2.119 -4.078 -2.031
S -1.889 -2.208 -2.069
O -0.666 -1.675 -1.391
C -1.600 -2.048 -3.890
H -2.416 -4.213 -0.991
H -1.105 -4.477 -2.059
H -2.629 -4.444 -2.923
H -0.978 -1.192 -4.152
H -2.525 -1.919 -4.452
H -1.068 -2.932 -4.241
*
```

***

[3]
Density functional theory data (the ωB97M-V functional and the def2-TZVPD basis) for a 2-piece molecular cluster, C11H25NO2P overall.

Summary:
energy above the lowest of the compared OMol25 structures with the same formula, charge and spin	39.4	kcal per mole
highest occupied orbital energy	-0.451	Ha

```
! wB97M-V def2-TZVPD RIJCOSX def2/J DEFGRID3
* xyz 1 1
C 0.746 -3.079 0.535
C 2.026 -2.419 0.004
P 2.516 -0.956 1.006
C 3.777 -0.138 -0.059
C 3.371 0.334 -1.460
C 1.054 0.226 0.782
C 0.097 0.030 -0.310
N -1.135 0.096 0.033
C -2.286 -0.019 -0.886
C -2.425 -1.400 -1.516
O -3.066 -2.355 -0.705
C -1.300 0.232 1.495
C 0.130 0.418 2.024
H 0.675 -4.114 0.200
H 0.726 -3.090 1.628
H -0.157 -2.583 0.177
H 2.864 -3.112 0.120
H 1.951 -2.213 -1.067
H 4.132 0.707 0.538
H 4.613 -0.840 -0.116
H 4.218 0.307 -2.144
H 2.588 -0.286 -1.899
H 3.018 1.368 -1.446
H 1.554 1.172 0.536
H 0.351 -0.147 -1.349
H -3.181 0.255 -0.324
H -2.164 0.729 -1.671
H -2.955 -1.293 -2.467
H -1.427 -1.789 -1.739
H -3.581 -1.945 0.004
H -2.011 1.014 1.762
H -1.743 -0.701 1.857
H 0.346 -0.292 2.816
H 0.276 1.434 2.386
C -2.184 4.429 0.154
O -2.963 3.295 0.536
H -2.807 5.301 0.326
H -1.279 4.523 0.760
H -1.911 4.398 -0.903
H -2.450 2.501 0.381
*
```

***

[4]
Density functional theory data (the ωB97M-V functional and the def2-TZVPD basis) for C11H25PbS4SeSi as an isolated structure in a non-equilibrium geometry.

Summary:
energy above the lowest of the compared OMol25 structures with the same formula, charge and spin	39.8	kcal per mole
highest occupied orbital energy	-0.594	Ha

```
! wB97M-V def2-TZVPD RIJCOSX def2/J DEFGRID3
* xyz 3 1
Pb -0.662 -0.540 1.964
C -2.492 -1.935 4.584
C -1.138 -2.706 4.433
S 0.124 -1.464 4.380
C 1.798 -1.999 3.750
C 2.582 -0.748 3.569
S 1.742 0.588 2.521
C 1.063 1.851 3.608
C -0.010 2.746 3.001
S -1.290 2.026 1.797
C -2.827 1.959 2.739
C -2.823 0.933 3.889
S -3.072 -0.775 3.222
H -2.468 -1.367 5.551
H -3.359 -2.625 4.566
H -1.041 -3.441 3.580
H -1.115 -3.320 5.384
H 1.638 -2.586 2.799
H 2.193 -2.660 4.510
H 3.506 -0.870 2.984
H 2.906 -0.334 4.514
H 1.910 2.532 3.779
H 0.726 1.550 4.589
H 0.425 3.498 2.331
H -0.436 3.350 3.840
H -3.651 1.883 2.044
H -2.934 2.958 3.163
H -3.595 1.133 4.650
H -1.845 0.956 4.439
C 2.370 -1.246 -7.796
Si 1.141 0.207 -7.373
C -0.480 -0.343 -8.224
C 1.546 1.831 -8.184
Se -0.901 -1.638 -0.312
H 3.262 -1.162 -7.193
H 2.664 -1.170 -8.839
H 1.984 -2.227 -7.540
H -0.098 -0.942 -9.085
H -0.976 0.541 -8.649
H -1.240 -0.859 -7.736
H 2.530 2.358 -7.936
H 0.772 2.674 -8.177
H 1.574 1.383 -9.137
*
```